Entry 1:
Entry from the Open Molecules 2025 dataset: a molecular structure, C31H46NO2Ti at a distorted geometry (the ωB97M-V functional and the def2-TZVPD basis).

For the orbital gap (alpha / beta), the calculation gives 6.862 / 6.884 eV. Its relative energy (zero: lowest compared OMol25 entry of this formula, charge and spin) is 1.15 kcal/mol. As for the expectation value of S²: 0.7547. For the LUMO energy (alpha / beta), the calculation gives 0.021 / 0.021 Ha.

ORCA input file:
```
! wB97M-V def2-TZVPD RIJCOSX def2/J DEFGRID3
* xyz 0 2
O 1.86674 3.39208 -1.44477
C 1.45408 4.14921 -2.65222
C 2.88606 4.17168 -3.19694
H 1.02817 5.14841 -2.43148
H 0.77695 3.51216 -3.26603
C 3.13569 3.06008 -2.08443
H 3.40299 5.08434 -2.87127
H 3.00164 4.09102 -4.27846
C 4.29410 3.32166 -1.16020
H 4.11568 4.26024 -0.60456
H 5.19089 3.35506 -1.79481
H 4.35640 2.46620 -0.46241
C 3.11818 1.61044 -2.55499
H 2.25718 1.34506 -3.16803
H 3.05721 0.99546 -1.63914
H 4.03495 1.37190 -3.10903
Ti 0.17086 -1.35642 -0.46337
C -0.11181 -2.18394 -2.71384
C -1.44459 -1.96554 -2.25498
C -1.56940 -0.59290 -1.87090
H -2.25877 -2.68959 -2.29181
C -0.29895 0.06039 -2.12647
C 0.59701 -0.94233 -2.64521
H 1.58857 -0.74396 -3.05123
H 0.26733 -3.11074 -3.15721
H -2.48946 -0.08234 -1.60164
H -0.09457 1.12336 -2.03393
C 1.40763 -3.17418 0.57184
C 1.99608 -2.82183 -0.67524
C 2.43214 -1.45946 -0.59287
H 2.17151 -3.50088 -1.51840
C 2.03098 -0.93805 0.69159
C 1.41489 -2.02636 1.41577
H 1.14478 -1.99677 2.47032
H 1.10437 -4.18305 0.87617
H 3.10625 -0.94972 -1.28127
H 2.24828 0.05344 1.08598
O 1.02594 4.88269 0.64811
C 1.98564 5.95965 0.51403
C 1.44351 7.29871 1.03322
H 2.29802 5.96441 -0.55223
H 2.91761 5.72262 1.06343
C 0.02723 6.95859 1.55463
H 1.39486 8.09865 0.29305
H 2.05627 7.65864 1.86503
C -0.03464 5.40894 1.48534
H -0.73173 7.39993 0.88965
H -0.15044 7.33112 2.57552
H -1.01591 5.06293 1.11212
H 0.10592 4.99945 2.49456
C -4.16077 -5.57883 2.99133
C -3.20823 -5.11528 1.92353
C -2.73292 -6.03116 0.98785
C -1.84268 -5.62630 -0.01206
C -1.35987 -6.64204 -1.00935
C -1.42963 -4.29599 -0.05523
C -1.88399 -3.32004 0.87185
C -2.80279 -3.77831 1.84708
N -1.40659 -2.00841 0.79165
C -1.95394 -0.92881 1.64861
C -3.46421 -0.79466 1.45488
C -1.59716 -1.18991 3.11190
C -1.32812 0.41818 1.27850
H -5.13545 -5.85867 2.56726
H -3.77381 -6.47366 3.49665
H -4.32847 -4.80099 3.74367
H -3.06316 -7.07672 1.01506
H -0.81896 -7.45087 -0.49763
H -2.20532 -7.10376 -1.53904
H -0.69513 -6.19767 -1.75844
H -0.72192 -4.01413 -0.84680
H -3.19736 -3.09143 2.59002
H -4.01288 -1.69651 1.72205
H -3.82408 0.02018 2.09234
H -3.70205 -0.55778 0.41128
H -0.51295 -1.10725 3.26567
H -2.10585 -0.43846 3.72847
H -1.89085 -2.18392 3.45695
H -0.22510 0.40310 1.36664
H -1.62841 0.74985 0.27687
H -1.69965 1.16979 1.98742
*
```


Entry 2:
Entry from the Open Molecules 2025 dataset: 9 unconnected molecules or ions with the total composition C33H84Cl2N6O12 at a distorted geometry (the ωB97M-V functional and the def2-TZVPD basis).

For the orbital gap (alpha / beta), the calculation gives 7.751 / 2.487 eV. As for the expectation value of S²: 0.7541. For the LUMO energy (alpha / beta), the calculation gives -0.086 / -0.280 Ha.

ORCA input file:
```
! wB97M-V def2-TZVPD RIJCOSX def2/J DEFGRID3
* xyz 1 2
C 5.55172 0.35511 -3.18988
C 4.30946 -0.39293 -3.73158
C 3.70751 -1.31228 -2.61243
O 4.69970 -2.06888 -1.99531
C 4.31205 -2.67632 -0.70528
N 3.14871 0.46486 -4.09465
H 6.27206 -0.36113 -2.79468
H 5.34685 0.96369 -2.30912
H 6.07752 0.90974 -3.96707
H 4.53211 -0.93855 -4.64855
H 2.96080 -1.97745 -3.04611
H 3.29222 -0.64161 -1.86021
H 3.56505 -3.41456 -0.99700
H 3.83641 -1.92994 -0.06906
H 5.21328 -3.12052 -0.28267
H 3.09088 1.07383 -3.29097
H 2.22677 0.05251 -4.10309
C -0.36579 5.60216 3.37866
C 0.38165 4.34473 2.81711
C 0.43915 4.58767 1.26335
O 0.90317 3.44626 0.54629
C 1.71064 3.60549 -0.62532
N 1.73754 4.27827 3.40762
H -0.03366 5.68654 4.41339
H -1.45265 5.63865 3.45295
H -0.05574 6.50149 2.84652
H -0.17603 3.44228 3.06745
H 0.88998 5.51327 0.90539
H -0.58196 4.66341 0.88958
H 2.52196 4.27636 -0.34281
H 0.95954 4.08886 -1.25007
H 2.14628 2.68560 -1.01536
H 2.32038 5.10298 3.39135
H 2.36461 3.64711 2.92959
C -2.77637 -2.57797 5.52002
C -2.75944 -1.69302 4.19967
C -4.07303 -1.53588 3.43418
O -3.81428 -0.99256 2.16180
C -4.97295 -0.46022 1.57727
N -2.11209 -0.38983 4.41954
H -2.98938 -3.60406 5.22027
H -3.50195 -2.46021 6.32486
H -1.77818 -2.57339 5.95785
H -2.08206 -2.19274 3.50718
H -4.72551 -0.93340 4.06615
H -4.54888 -2.51615 3.46150
H -4.65121 0.03000 0.65843
H -5.57511 0.23593 2.16111
H -5.57075 -1.30671 1.23933
H -1.94434 0.06008 3.53099
H -1.18855 -0.45229 4.82359
C 1.26916 -2.13539 7.03140
C 1.54563 -1.59206 5.58222
C 1.32943 -2.64754 4.42096
O 1.62144 -1.97392 3.16828
C 2.06813 -2.79995 2.05892
N 0.62152 -0.49116 5.30654
H 1.15030 -1.38887 7.81669
H 2.00350 -2.85880 7.38570
H 0.35661 -2.72241 6.92761
H 2.52173 -1.10758 5.55728
H 0.30640 -3.01774 4.35425
H 1.91043 -3.55964 4.55735
H 1.56130 -3.74016 1.84157
H 3.03898 -3.25217 2.26152
H 1.97932 -2.29814 1.09539
H 0.91558 0.31738 5.83559
H 0.92149 -0.25621 4.37118
C 4.61798 0.92244 0.54166
C 4.46717 0.68970 2.05864
C 5.80542 0.89675 2.83388
O 5.72231 0.17807 4.02718
C 6.57994 0.70690 5.05831
N 3.44855 1.57794 2.53729
H 4.93018 1.92647 0.25433
H 3.68506 0.70955 0.01971
H 5.30415 0.15662 0.17999
H 4.39825 -0.36546 2.32318
H 5.86930 1.97815 2.95473
H 6.68353 0.51438 2.31348
H 7.57620 0.68942 4.61643
H 6.32814 0.07898 5.91296
H 6.28686 1.74223 5.23237
H 2.57138 1.46197 2.05022
H 3.20846 1.26295 3.46639
C -3.71889 -0.31341 -7.57760
C -3.76761 0.33005 -6.14206
C -2.50263 1.21962 -5.73740
O -1.25718 0.78062 -6.02704
C -0.89595 -0.55058 -5.48580
N -5.03949 1.01212 -6.04082
H -4.67389 -0.78327 -7.81277
H -2.96548 -1.08784 -7.72163
H -3.54750 0.52945 -8.24717
H -3.78723 -0.52346 -5.46440
H -2.54296 1.60791 -4.71971
H -2.54449 2.14418 -6.31318
H -0.33688 -0.51191 -4.55089
H -0.17389 -1.05158 -6.13057
H -1.78622 -1.17940 -5.49581
H -5.82266 0.50518 -6.42781
H -5.16636 1.88764 -6.52813
C -3.27620 -3.90523 -5.86943
C -3.70947 -3.41372 -4.43392
O -2.86983 -3.96457 -3.33264
C -2.86764 -3.24797 -2.19145
O -3.70040 -2.33874 -1.92189
O -1.97144 -3.70337 -1.29478
C -1.68873 -2.87774 -0.17416
H -3.94098 -3.54403 -6.65409
H -3.24263 -4.99345 -5.92191
H -2.27937 -3.56355 -6.14818
H -4.72829 -3.77666 -4.29842
H -3.67498 -2.32799 -4.34392
H -1.50261 -1.81012 -0.29098
H -0.96457 -3.23681 0.55712
H -2.60968 -2.80305 0.40409
C -2.52631 2.36701 -1.29021
C -1.67637 1.35575 -1.99099
O -0.92121 0.73801 -0.97153
C 0.33519 0.28584 -1.33414
O 0.69582 0.19498 -2.50666
O 1.12891 0.13883 -0.31036
C 0.68224 0.09607 1.05295
H -2.97692 2.98963 -2.06312
H -1.85783 3.01486 -0.72318
H -3.20029 1.77773 -0.66843
H -1.12792 1.74474 -2.84888
H -2.40195 0.60870 -2.31278
H 1.49635 -0.16658 1.72848
H -0.16704 -0.56128 1.23923
H 0.44461 1.11000 1.37480
C -6.71293 2.31065 -2.24779
Cl -7.26617 3.66404 -1.20000
Cl -6.73512 0.70467 -1.48162
H -7.36212 2.31324 -3.12336
H -5.68677 2.46779 -2.58008
*
```


Entry 3:
Entry from the Open Molecules 2025 dataset: a single H2N3OP molecule at a distorted geometry (the ωB97M-V functional and the def2-TZVPD basis).

For the orbital gap (alpha / beta), the calculation gives 7.747 / 6.828 eV. Its relative energy (zero: lowest compared OMol25 entry of this formula, charge and spin) is 0.00 kcal/mol. As for the expectation value of S²: 2.0140. For the LUMO energy (alpha / beta), the calculation gives 0.026 / -0.116 Ha.

ORCA input file:
```
! wB97M-V def2-TZVPD RIJCOSX def2/J DEFGRID3
* xyz 0 3
N 1.14916 -0.92610 0.03159
N 0.71669 0.18319 0.76957
N -0.22957 -0.61956 0.21440
O -2.13752 1.13545 0.10404
P -1.68381 -0.35619 -0.51107
H 1.48839 -0.69280 -0.95625
H 0.69666 1.27602 0.34772
*
```


Entry 4:
Entry from the Open Molecules 2025 dataset: a molecular structure, C32H55HfN4OP2 at a distorted geometry (the ωB97M-V functional and the def2-TZVPD basis).

For the orbital gap (alpha / beta), the calculation gives 3.998 / 4.005 eV. Its relative energy (zero: lowest compared OMol25 entry of this formula, charge and spin) is 15.60 kcal/mol. For the LUMO energy (alpha / beta), the calculation gives -0.408 / -0.408 Ha.

ORCA input file:
```
! wB97M-V def2-TZVPD RIJCOSX def2/J DEFGRID3
* xyz 3 1
C -0.75626 2.48478 -0.60289
C -0.39325 0.74554 -2.17821
C -0.91060 3.39504 -1.63193
C -0.22424 1.69830 -3.17244
C -0.56124 3.00409 -2.91785
H -1.21341 4.41802 -1.38087
H 0.06479 1.34857 -4.14378
H -0.58010 3.72494 -3.71725
N -0.52804 1.16723 -0.87677
P 0.05880 1.89309 2.05342
P -0.82592 -1.88447 -1.31564
C -0.83714 2.98443 0.85929
H -0.42318 4.00623 0.96307
H -1.88522 3.07869 1.20424
C 0.07768 -1.20569 2.65983
O 0.14526 -1.74145 3.70773
C -0.58195 -0.63258 -2.58024
H 0.18521 -0.96842 -3.30345
C 0.17272 -3.57571 -1.27223
C -2.43210 -2.04614 -2.34524
C 1.83201 2.63030 1.98984
C -0.73849 2.31627 3.72377
C 0.93133 -3.73994 0.06217
H 0.24884 -3.70636 0.92477
H 1.41771 -4.73318 0.06962
H 1.71244 -2.98453 0.20540
C -0.77164 -4.77623 -1.36224
H -1.52402 -4.74134 -0.56526
H -1.27475 -4.87451 -2.32822
H -0.19440 -5.70386 -1.21132
C 1.17693 -3.55597 -2.40711
H 1.75755 -4.49762 -2.41946
H 0.71405 -3.45293 -3.39991
H 1.89095 -2.73670 -2.25171
C -3.39231 -2.93729 -1.57728
H -3.30942 -2.77050 -0.49728
H -4.41508 -2.67882 -1.87656
H -3.22701 -3.99888 -1.78249
C -3.07841 -0.64972 -2.52116
H -3.20507 -0.15045 -1.54801
H -2.47777 0.01372 -3.17453
H -4.04578 -0.75965 -3.02690
C -2.04271 -2.60357 -3.73200
H -1.16772 -2.10699 -4.16823
H -1.84708 -3.67988 -3.73664
H -2.86839 -2.38321 -4.41628
C 0.11841 1.63737 4.80224
H -0.39762 1.72007 5.77213
H 0.25628 0.56782 4.59212
H 1.10747 2.09800 4.91722
C -2.14731 1.70013 3.76421
H -2.81881 2.15752 3.02652
H -2.13371 0.61714 3.59804
H -2.57754 1.87882 4.76306
C -0.88932 3.82407 3.98661
H -1.30299 4.35846 3.12382
H -1.59372 3.96011 4.82008
H 0.04195 4.31003 4.28626
C 2.18454 2.97680 0.53653
H 1.61259 3.83419 0.15014
H 3.25298 3.25199 0.48290
H 2.03060 2.12838 -0.14563
C 2.78865 1.55934 2.48619
H 2.78892 0.67149 1.84550
H 3.81945 1.95458 2.48194
H 2.56895 1.21541 3.50394
C 2.00133 3.90263 2.82370
H 1.29263 4.69499 2.53786
H 1.93368 3.72061 3.90467
H 3.01459 4.30456 2.63904
Hf -0.19744 -0.37342 0.73156
N 1.95671 -0.56655 0.24637
C 2.81925 -0.70611 -0.56764
C 3.57886 -0.54315 -1.83964
C 3.08114 -0.75596 -3.31029
C 3.95482 0.94670 -1.78448
C 4.66884 -1.58339 -1.48306
H 2.66517 -1.73852 -3.53096
H 2.33354 -0.01101 -3.60174
H 3.91124 -0.63623 -4.03777
H 4.09350 1.27271 -0.74323
H 4.83647 1.25276 -2.36798
H 3.08469 1.50845 -2.16309
H 5.11798 -2.11498 -2.33072
H 5.42453 -1.11387 -0.82949
H 4.21897 -2.39034 -0.86360
N -2.84343 -1.69538 2.03162
C -4.16126 -1.56178 2.21224
C -4.54874 -0.45864 1.50001
C -3.43482 0.05911 0.88760
N -2.33576 -0.69407 1.23887
H -2.23245 -2.40648 2.45666
H -4.72274 -2.26329 2.82503
H -5.55943 -0.04112 1.41048
H -3.31521 0.93738 0.23237
*
```